A 10-piece molecular cluster, C66H146N8O6 overall at a distorted geometry. Source: OMol25; level of theory: the ωB97M-V functional and the def2-TZVPD basis.

Largest force on an atom = 0.0531 hartree/bohr
LUMO level = -0.3469 Ha
E = -94959.7960 eV
Total charge = +6
HOMO-LUMO gap = 0.30399 Ha
Energy relative to the best compared isomer or geometry (same formula, charge and spin) = 0.0 kcal/mol

Last column: Löwdin charge in e.
Positions of all 226 atoms, in Å:
C1 -24.76 -2.88 -26.03  -0.0776
C2 -24.24 -4.03 -25.18  -0.2372
C3 -24.47 -5.32 -25.92  -0.1174
N1 -23.64 -6.52 -25.42  -0.2764
C4 -24.16 -6.86 -24.03  0.0363
C5 -23.84 -7.66 -26.40  -0.0699
C6 -22.61 -7.53 -27.33  -0.0998
C7 -21.67 -6.39 -26.78  -0.1105
C8 -22.16 -6.29 -25.34  -0.1117
H1 -25.86 -2.90 -26.01  0.0760
H2 -24.52 -3.09 -27.11  0.0921
H3 -24.46 -1.87 -25.78  0.0564
H4 -24.63 -3.92 -24.14  0.1056
H5 -23.17 -3.83 -25.06  0.1103
H6 -24.27 -5.15 -26.99  0.1371
H7 -25.55 -5.63 -25.85  0.1437
H8 -25.27 -6.88 -24.02  0.1140
H9 -23.86 -6.04 -23.37  0.1011
H10 -23.71 -7.81 -23.76  0.1056
H11 -23.71 -8.58 -25.85  0.1250
H12 -24.85 -7.58 -26.83  0.1446
H13 -22.03 -8.47 -27.31  0.1250
H14 -22.81 -7.40 -28.38  0.1124
H15 -20.61 -6.63 -26.75  0.1143
H16 -21.75 -5.39 -27.25  0.1193
H17 -21.89 -7.18 -24.81  0.1335
H18 -22.00 -5.39 -24.75  0.1118
C9 -12.44 -3.23 -26.01  -0.0814
C10 -13.80 -3.90 -25.85  -0.2332
C11 -14.84 -2.81 -25.65  -0.1592
N2 -16.24 -3.29 -25.31  -0.2754
C12 -16.75 -4.03 -26.51  0.0347
C13 -17.30 -2.20 -24.93  -0.0674
C14 -18.42 -3.00 -24.28  -0.1650
C15 -17.63 -3.99 -23.47  -0.1461
C16 -16.22 -4.16 -24.07  -0.0755
H19 -12.40 -2.54 -26.87  0.0918
H20 -11.57 -3.93 -26.12  0.1094
H21 -12.33 -2.61 -25.11  0.0845
H22 -13.80 -4.57 -24.95  0.1251
H23 -14.15 -4.46 -26.73  0.1081
H24 -14.90 -2.10 -26.44  0.1346
H25 -14.58 -2.12 -24.85  0.1294
H26 -16.03 -4.75 -26.86  0.0904
H27 -16.86 -3.27 -27.28  0.1186
H28 -17.70 -4.45 -26.19  0.1029
H29 -17.43 -1.66 -25.84  0.1175
H30 -16.72 -1.55 -24.23  0.1498
H31 -18.99 -3.43 -25.09  0.1009
H32 -19.08 -2.30 -23.73  0.1126
H33 -18.18 -4.93 -23.37  0.1120
H34 -17.55 -3.59 -22.48  0.1096
H35 -15.97 -5.20 -24.44  0.1512
H36 -15.45 -3.74 -23.43  0.1323
C17 -23.89 -0.26 -28.78  -0.0784
C18 -23.36 0.35 -27.46  -0.2284
C19 -22.14 1.19 -27.76  -0.1676
N3 -21.56 1.77 -26.56  -0.2699
C20 -20.94 0.63 -25.77  0.0321
C21 -22.59 2.53 -25.70  -0.0430
C22 -21.78 3.74 -25.05  -0.1229
C23 -20.40 3.70 -25.69  -0.1500
C24 -20.58 2.85 -26.93  -0.0877
H37 -23.11 -0.88 -29.30  0.0944
H38 -24.20 0.50 -29.50  0.0905
H39 -24.72 -0.94 -28.55  0.0677
H40 -23.11 -0.40 -26.69  0.0917
H41 -24.16 0.97 -27.04  0.1178
H42 -22.40 1.98 -28.40  0.1269
H43 -21.37 0.53 -28.18  0.1517
H44 -21.76 -0.01 -25.41  0.0817
H45 -20.37 0.99 -24.88  0.1205
H46 -20.13 0.16 -26.36  0.1125
H47 -23.07 1.82 -24.98  0.1175
H48 -23.33 3.01 -26.33  0.1292
H49 -21.74 3.66 -23.96  0.0959
H50 -22.29 4.71 -25.22  0.1277
H51 -19.57 3.46 -25.02  0.1265
H52 -20.14 4.68 -26.03  0.1149
H53 -19.69 2.40 -27.38  0.1501
H54 -21.05 3.43 -27.69  0.1364
C25 -29.01 5.40 -22.27  -0.0699
C26 -27.89 4.86 -21.34  -0.2257
C27 -26.69 4.51 -22.20  -0.1601
N4 -25.53 3.88 -21.41  -0.2390
C28 -25.18 4.87 -20.28  0.0527
C29 -25.83 2.47 -20.99  -0.0915
C30 -24.43 1.89 -20.72  -0.1184
C31 -23.47 2.56 -21.74  -0.1445
C32 -24.30 3.65 -22.38  -0.0886
H55 -29.90 5.58 -21.64  0.0971
H56 -29.24 4.63 -23.01  0.0713
H57 -28.78 6.31 -22.82  0.0870
H58 -28.23 4.00 -20.77  0.1091
H59 -27.52 5.64 -20.63  0.1150
H60 -26.40 5.34 -22.82  0.1392
H61 -26.99 3.76 -22.94  0.1263
H62 -25.82 4.67 -19.43  0.1117
H63 -25.19 5.90 -20.61  0.1148
H64 -24.16 4.63 -20.03  0.0919
H65 -26.46 2.53 -20.07  0.1412
H66 -26.37 1.98 -21.78  0.1257
H67 -24.22 2.20 -19.72  0.1007
H68 -24.34 0.83 -20.79  0.1054
H69 -22.56 2.99 -21.27  0.1322
H70 -23.25 1.86 -22.54  0.0765
H71 -23.81 4.62 -22.63  0.1440
H72 -24.89 3.34 -23.28  0.1318
C33 -24.41 -5.95 -19.01  -0.0741
C34 -25.73 -5.69 -18.26  -0.2020
C35 -26.52 -7.04 -17.97  -0.1495
N5 -27.81 -6.88 -17.29  -0.2870
C36 -28.85 -6.38 -18.27  0.0368
C37 -27.68 -5.99 -16.04  -0.0621
C38 -28.70 -6.61 -15.05  -0.1047
C39 -29.17 -7.96 -15.68  -0.1296
C40 -28.21 -8.25 -16.78  -0.0985
H73 -23.84 -5.03 -18.97  0.0759
H74 -24.67 -6.27 -19.98  0.0514
H75 -23.86 -6.80 -18.50  0.0984
H76 -26.37 -4.99 -18.77  0.0935
H77 -25.53 -5.20 -17.32  0.0910
H78 -25.88 -7.74 -17.43  0.1282
H79 -26.65 -7.63 -18.87  0.1341
H80 -29.83 -6.48 -17.77  0.1217
H81 -28.77 -6.93 -19.24  0.1244
H82 -28.68 -5.31 -18.45  0.1007
H83 -27.84 -4.95 -16.30  0.1342
H84 -26.66 -6.13 -15.72  0.1237
H85 -29.56 -5.91 -15.05  0.1267
H86 -28.31 -6.68 -14.04  0.1234
H87 -30.24 -7.88 -15.96  0.1303
H88 -29.13 -8.68 -14.89  0.1209
H89 -28.61 -8.82 -17.63  0.1574
H90 -27.30 -8.70 -16.45  0.1312
C41 -32.57 -2.85 -21.59  -0.0760
C42 -31.33 -3.17 -22.44  -0.2416
C43 -30.81 -1.87 -22.97  -0.1602
N6 -29.43 -1.86 -23.57  -0.2529
C44 -29.22 -0.49 -24.07  -0.0073
C45 -28.27 -2.36 -22.61  -0.0240
C46 -27.83 -3.72 -23.20  -0.1269
C47 -28.94 -4.24 -24.19  -0.1256
C48 -29.43 -2.89 -24.74  -0.0691
H91 -33.14 -3.78 -21.40  0.0996
H92 -33.21 -2.23 -22.18  0.0754
H93 -32.37 -2.22 -20.70  0.0945
H94 -31.60 -3.84 -23.24  0.1066
H95 -30.63 -3.63 -21.74  0.1112
H96 -30.82 -1.19 -22.10  0.1459
H97 -31.44 -1.51 -23.78  0.1428
H98 -29.38 0.30 -23.31  0.1248
H99 -29.89 -0.31 -24.87  0.1042
H100 -28.19 -0.36 -24.45  0.1147
H101 -27.49 -1.63 -22.81  0.1089
H102 -28.64 -2.33 -21.58  0.1317
H103 -26.94 -3.63 -23.82  0.0842
H104 -27.59 -4.48 -22.44  0.1129
H105 -28.42 -4.77 -24.98  0.1083
H106 -29.78 -4.88 -23.87  0.1118
H107 -28.64 -2.47 -25.36  0.1259
H108 -30.38 -2.91 -25.28  0.1487
C49 -19.65 -5.75 -19.49  -0.0818
C50 -19.06 -7.14 -19.30  -0.2505
C51 -18.30 -7.31 -18.03  -0.1777
N7 -17.63 -8.62 -17.82  -0.2717
C52 -18.76 -9.68 -17.83  0.0482
C53 -16.91 -8.73 -16.53  -0.1398
C54 -15.81 -9.77 -16.66  -0.0925
C55 -15.44 -9.62 -18.23  -0.0954
C56 -16.62 -8.97 -18.93  -0.0798
H109 -20.00 -5.68 -20.52  0.0576
H110 -18.88 -4.98 -19.41  0.0761
H111 -20.45 -5.57 -18.75  0.0827
H112 -18.34 -7.37 -20.13  0.1235
H113 -19.90 -7.85 -19.39  0.1143
H114 -18.95 -7.15 -17.17  0.1395
H115 -17.53 -6.55 -17.94  0.1370
H116 -19.44 -9.40 -17.00  0.1177
H117 -18.25 -10.59 -17.55  0.1031
H118 -19.28 -9.82 -18.81  0.1212
H119 -17.59 -8.93 -15.67  0.1562
H120 -16.39 -7.80 -16.35  0.1338
H121 -16.09 -10.79 -16.41  0.1181
H122 -14.94 -9.41 -16.09  0.1305
H123 -15.36 -10.65 -18.56  0.1128
H124 -14.54 -9.07 -18.44  0.1174
H125 -17.17 -9.51 -19.68  0.1258
H126 -16.32 -7.96 -19.30  0.1410
C57 -21.13 -0.72 -17.91  -0.0820
C58 -20.93 -0.93 -16.38  -0.2031
C59 -19.62 -0.24 -15.90  -0.1171
N8 -19.39 -0.46 -14.39  -0.2366
C60 -19.53 -1.95 -14.03  0.0282
C61 -20.27 0.47 -13.61  -0.1248
C62 -19.47 0.96 -12.38  -0.0855
C63 -18.12 1.26 -13.15  -0.1574
C64 -17.89 0.07 -13.97  -0.0488
H127 -20.83 -1.63 -18.47  0.0782
H128 -20.60 0.10 -18.39  0.0704
H129 -22.17 -0.58 -18.17  0.0625
H130 -20.80 -1.98 -16.15  0.0784
H131 -21.87 -0.64 -15.81  0.1289
H132 -19.46 0.85 -16.00  0.1418
H133 -18.74 -0.69 -16.36  0.1317
H134 -19.35 -1.99 -12.96  0.1124
H135 -18.74 -2.54 -14.47  0.1029
H136 -20.50 -2.37 -14.31  0.0941
H137 -21.22 -0.04 -13.49  0.1294
H138 -20.47 1.34 -14.24  0.1338
H139 -19.28 0.20 -11.66  0.1102
H140 -19.81 1.91 -11.92  0.1446
H141 -17.37 1.45 -12.40  0.1359
H142 -18.21 2.16 -13.73  0.1228
H143 -17.51 -0.77 -13.43  0.1207
H144 -17.33 0.24 -14.89  0.1294
O1 -21.09 -2.39 -23.09  -0.0508
C65 -21.57 -3.61 -22.47  -0.7183
O2 -22.69 -3.52 -21.92  -0.0521
O3 -20.74 -4.59 -22.52  -0.0806
H145 -21.83 -1.70 -23.07  0.0498
O4 -24.62 -1.75 -22.68  0.0193
C66 -24.19 -0.59 -23.32  -0.7897
O5 -22.93 -0.43 -23.40  -0.0815
O6 -24.98 0.24 -23.80  -0.0368
H146 -23.86 -2.20 -22.22  0.0587